ORCA calculation (ωB97M-V with the def2-TZVPD basis set) on an isolated ion of composition C7H10NSe and charge +1.

Computed properties:
LUMO (spin up / spin down) = -0.148 / -0.308 Eh
HOMO-LUMO gap (spin up / spin down) = 5.296 / 4.857 eV
total energy = -74246.403 eV
highest occupied orbital energy (spin up / spin down) = -9.32 / -13.24 eV
2S+1 = 3
net charge = +1

CARTESIAN COORDINATES (ANGSTROEM)
C1 -1.780 -1.657 0.462
C2 -1.761 -0.484 1.226
C3 -1.111 -1.796 -0.754
C4 -1.115 0.620 0.700
C5 -0.280 -0.767 -1.045
C6 0.725 1.396 -0.782
C7 1.943 1.363 0.134
N1 -0.257 0.435 -0.389
Se1 2.594 -0.495 0.187
H1 -2.450 -2.474 0.594
H2 -2.288 -0.487 2.182
H3 -1.021 -2.670 -1.405
H4 -1.110 1.610 1.124
H5 0.425 -0.900 -1.844
H6 0.282 2.390 -0.635
H7 0.956 1.220 -1.869
H8 1.753 1.692 1.092
H9 2.855 1.895 -0.321
H10 1.638 -0.890 1.343